Density functional theory data (ωB97M-V/def2-TZVPD) for a molecular structure, C6H6ClN6 in a non-equilibrium geometry.

Last column: natural (NBO) charge in e.
Positions of all 19 atoms, in Å:
C -1.1774 1.5896 0.7564  0.1976
C -0.3828 -2.2528 0.6147  0.1876
C 0.8347 0.6609 -1.7307  0.4060
C -1.8374 -0.5967 -0.1104  0.0691
C -0.8132 0.5149 -0.1172  0.0125
C 0.8420 -0.2402 0.4502  0.4592
N -1.4072 2.4271 1.4982  -0.1541
N 0.6948 -1.5924 0.7010  -0.2731
N -1.6162 -1.7993 0.2282  -0.3482
N -0.3999 0.9470 -1.4274  -0.5147
N 1.5235 0.0272 -0.8112  -0.5525
N 1.3402 0.5083 1.4993  -0.8205
Cl -3.4108 -0.1336 -0.5682  0.0984
H -0.3576 -3.3027 0.8753  0.2238
H 1.2807 0.9372 -2.6751  0.2591
H -1.0301 1.4538 -2.0394  0.4642
H 2.4843 -0.2648 -0.9270  0.4542
H 1.2243 0.1144 2.4199  0.4220
H 2.2082 1.0021 1.3635  0.4094

Atoms 1-3, force components in eV/Å:
C 0.5 -0.2 -0.4
C -3.8 -3.5 0.0
C 0.4 -0.1 0.0

Properties
Spin multiplicity: 3
LUMO (spin up / spin down) (Ha): -0.1478 / -0.2962
<S²>: 2.0261
HOMO-LUMO gap (spin up / spin down) (eV): 6.6226 / 5.9784
Total charge: +1

***

Density functional theory data (ωB97M-V/def2-TZVPD) for C7H12 in the gas phase in a non-equilibrium geometry.

Last column: natural (NBO) charge in e.
Positions of all 19 atoms, in Å:
C -0.8184 2.4122 -0.5421  -0.5919
C -0.2114 1.1107 -1.0148  -0.5823
C 1.0127 0.7072 -0.3429  0.1607
C -0.5134 -0.8019 1.5478  -0.6323
C 0.6040 -1.4692 0.8445  -0.1546
C 0.4869 -1.8887 -0.5635  -0.4234
C 1.3648 -0.6866 -0.2377  -0.4037
H -1.6198 2.7662 -1.1825  0.2037
H -0.0788 3.2009 -0.4771  0.2204
H -1.2366 2.2859 0.4491  0.2016
H -0.9692 0.3400 -1.1662  0.1779
H 0.2042 1.2807 -2.0168  0.2776
H -0.1778 0.0962 2.0748  0.2192
H -1.3820 -0.4929 0.9952  0.2146
H -0.9045 -1.4239 2.3276  0.2203
H 1.2494 -2.0646 1.4845  0.2269
H 1.0103 -2.7855 -0.8764  0.2235
H -0.4548 -1.7145 -1.0760  0.2134
H 2.4343 -0.8721 -0.2275  0.2285

Atoms 1-3, force components in eV/Å:
C -0.2 0.3 0.2
C -0.3 -0.3 0.0
C 0.8 0.2 0.1

Properties
Spin multiplicity: 1
Energy relative to the best compared isomer or geometry (same formula, charge and spin) (kJ/mol): 393.8
LUMO (Ha): 0.0175
HOMO-LUMO gap (eV): 8.0452

***

Density functional theory data (ωB97M-V/def2-TZVPD) for a molecular structure, C3H9NO3 in a non-equilibrium geometry.

Last column: natural (NBO) charge in e.
Positions of all 16 atoms, in Å:
C -1.4454 0.1811 -0.1948  0.8637
C 1.2486 -0.4864 0.6662  0.0515
C 2.0951 -0.0649 -0.4838  -0.6882
N -0.9822 -0.9768 -0.6745  -0.9852
O -2.4239 0.1525 0.8233  -0.7486
O -1.7365 1.1555 -1.1211  -0.7319
O -0.1566 0.7334 0.8238  -0.7280
H -2.4218 -0.7832 1.0782  0.4938
H -2.5867 1.6055 -1.0642  0.4971
H -0.4311 0.8558 1.7425  0.4910
H -0.6087 -0.9121 -1.6138  0.3510
H 0.9008 -1.5063 0.7034  0.2377
H 1.6013 -0.1202 1.6263  0.1797
H 1.9681 -0.7183 -1.3433  0.2274
H 3.1473 -0.0657 -0.1784  0.2313
H 1.8317 0.9499 -0.7898  0.2577

Atoms 1-3, force components in eV/Å:
C -1.6 -2.5 -2.0
C -1.2 2.3 1.4
C -0.3 0.1 -0.3

Properties
Spin multiplicity: 1
Energy relative to the best compared isomer or geometry (same formula, charge and spin) (kJ/mol): 434.6
LUMO (Ha): 0.0235
HOMO-LUMO gap (eV): 8.5637